No. 1
The following is a quantum chemistry calculation of a single C6H9N3 molecule in a non-equilibrium geometry, from the OMol25 dataset.

The geometry in ORCA input format:
```
! wB97M-V def2-TZVPD RIJCOSX def2/J DEFGRID3
* xyz 0 1
N -2.124 -1.775 -0.039
C -1.105 -0.913 -0.080
C -1.437 0.454 -0.030
C -0.328 1.362 -0.014
N -0.481 2.712 -0.017
C 1.018 0.823 0.023
C 1.388 -0.515 -0.009
N 2.738 -0.865 -0.064
C 0.258 -1.330 -0.105
H -2.036 -2.828 -0.142
H -2.961 -1.503 0.707
H -2.482 0.800 0.117
H -1.429 2.996 -0.199
H 0.347 3.233 -0.408
H 1.859 1.551 0.156
H 2.935 -1.788 0.279
H 3.383 -0.140 0.271
H 0.459 -2.276 -0.446
*
```

As for the energy above the lowest of the compared OMol25 structures with the same formula, charge and spin: 4.5 kcal/mol. The calculation puts the orbital gap at 8.16 eV. As for the maximum force: 6.3 eV/Å. Its highest occupied orbital energy is -7.09 eV.

---

No. 2
The following is a quantum chemistry calculation of a molecular structure, C6H9N3 in a non-equilibrium geometry, from the OMol25 dataset.

The geometry in ORCA input format:
```
! wB97M-V def2-TZVPD RIJCOSX def2/J DEFGRID3
* xyz 0 1
C -1.324 -1.655 0.313
C 0.641 -2.370 0.763
C -0.693 -0.464 0.123
C -0.657 0.855 -0.328
C -2.045 1.429 -0.522
C 2.336 -0.646 0.625
N -0.641 -2.700 0.695
N 0.401 1.499 -0.410
N 1.083 -1.187 0.528
H -2.487 -1.734 0.396
H 1.350 -3.271 1.001
H -2.805 0.691 -0.280
H -2.089 1.536 -1.723
H -2.354 2.464 -0.097
H 3.181 -1.335 0.357
H 2.305 0.243 -0.129
H 2.477 -0.156 1.523
H 0.480 2.499 -0.585
*
```

As for the energy above the lowest of the compared OMol25 structures with the same formula, charge and spin: 74.7 kcal/mol. The calculation puts the orbital gap at 9.02 eV. As for the maximum force: 6.4 eV/Å. Its highest occupied orbital energy is -8.37 eV.

---

No. 3
The following is a quantum chemistry calculation of a single C6H9N3 molecule in a non-equilibrium geometry, from the OMol25 dataset.

The geometry in ORCA input format:
```
! wB97M-V def2-TZVPD RIJCOSX def2/J DEFGRID3
* xyz 0 1
C -1.411 -0.186 1.709
N -0.430 0.835 2.020
C -0.335 0.142 0.757
C 0.626 -0.930 0.457
N 1.818 -0.527 -0.313
C 0.680 -1.105 -1.010
C -0.251 -0.104 -1.693
N 0.191 1.273 -1.577
C -0.788 0.691 -0.565
H -2.429 0.090 1.618
H -1.319 -1.000 2.393
H -0.808 1.794 2.002
H 0.740 -1.740 1.105
H 2.499 -1.222 -0.096
H 0.692 -2.139 -1.429
H -0.836 -0.303 -2.587
H 1.071 1.314 -1.132
H -1.791 1.091 -0.699
*
```

As for the energy above the lowest of the compared OMol25 structures with the same formula, charge and spin: 68.6 kcal/mol. The calculation puts the orbital gap at 10.09 eV. As for the maximum force: 2.3 eV/Å. Its highest occupied orbital energy is -9.15 eV.